Entry 1:
{"formula": "C34H71AlNO14S7", "method": "ωB97M-V/def2-TZVPD", "species": ["C", "C", "C", "O", "O", "C", "C", "Al", "C", "C", "N", "C", "C", "C", "S", "H", "H", "H", "H", "H", "H", "H", "H", "H", "H", "H", "H", "H", "H", "H", "H", "H", "H", "H", "H", "H", "H", "H", "C", "C", "C", "S", "O", "O", "C", "H", "H", "H", "H", "H", "H", "H", "H", "C", "C", "C", "S", "O", "O", "C", "H", "H", "H", "H", "H", "H", "H", "H", "C", "C", "C", "S", "O", "O", "C", "H", "H", "H", "H", "H", "H", "H", "H", "C", "C", "C", "S", "O", "O", "C", "H", "H", "H", "H", "H", "H", "H", "H", "C", "C", "C", "S", "O", "O", "C", "H", "H", "H", "H", "H", "H", "H", "H", "C", "C", "C", "S", "O", "O", "C", "H", "H", "H", "H", "H", "H", "H", "H"], "coordinates": [[-0.75, -1.40, -2.58], [-0.14, -0.27, -3.44], [1.34, -0.01, -3.19], [2.16, -0.61, -3.82], [1.72, 0.89, -2.23], [1.98, 0.13, -1.00], [2.13, 1.01, 0.23], [1.64, -0.17, 1.86], [0.38, 0.77, 3.17], [-0.62, -0.23, 3.82], [-1.34, -1.09, 2.87], [3.35, -0.89, 2.72], [3.65, -2.36, 2.34], [3.91, -2.57, 0.85], [5.29, -1.52, 0.25], [-1.43, -0.96, -1.85], [-1.26, -2.16, -3.17], [0.01, -1.91, -1.98], [-0.70, 0.66, -3.26], [-0.23, -0.56, -4.49], [1.10, -0.49, -0.82], [2.81, -0.57, -1.11], [3.16, 1.35, 0.35], [1.48, 1.89, 0.15], [0.85, -1.46, 1.27], [1.00, 1.20, 3.98], [-0.20, 1.55, 2.65], [-1.38, 0.31, 4.41], [-0.06, -0.89, 4.48], [-0.84, -1.95, 2.71], [-1.52, -0.62, 1.99], [4.19, -0.23, 2.48], [3.20, -0.88, 3.81], [4.57, -2.66, 2.87], [2.83, -3.02, 2.62], [3.02, -2.48, 0.22], [4.26, -3.60, 0.73], [5.51, -1.94, -1.02], [-2.24, 4.61, -2.24], [-3.45, 4.74, -1.30], [-3.97, 3.31, -1.04], [-2.55, 2.23, -1.20], [-2.76, 1.37, -2.34], [-2.19, 1.71, 0.09], [-1.38, 3.50, -1.66], [-1.69, 5.54, -2.31], [-2.58, 4.34, -3.25], [-3.14, 5.20, -0.37], [-4.23, 5.36, -1.73], [-4.38, 3.21, -0.04], [-4.71, 3.01, -1.78], [-0.66, 3.09, -2.37], [-0.87, 3.82, -0.76], [-3.14, -3.64, 7.97], [-3.85, -3.77, 6.62], [-2.86, -3.34, 5.53], [-1.23, -3.70, 6.19], [-0.52, -2.46, 6.38], [-0.65, -4.80, 5.46], [-1.77, -4.28, 7.79], [-3.71, -4.11, 8.78], [-3.03, -2.58, 8.23], [-4.15, -4.81, 6.46], [-4.76, -3.16, 6.58], [-3.00, -3.89, 4.61], [-2.91, -2.27, 5.33], [-1.05, -3.99, 8.55], [-1.85, -5.37, 7.74], [-2.86, 10.46, -2.24], [-4.07, 10.60, -1.30], [-4.61, 9.18, -1.04], [-3.20, 8.08, -1.21], [-3.42, 7.25, -2.36], [-2.85, 7.54, 0.08], [-2.02, 9.33, -1.67], [-2.30, 11.39, -2.31], [-3.21, 10.21, -3.25], [-3.75, 11.05, -0.36], [-4.84, 11.24, -1.72], [-5.02, 9.08, -0.04], [-5.35, 8.90, -1.78], [-1.31, 8.92, -2.38], [-1.50, 9.64, -0.77], [1.84, 6.63, 0.78], [2.86, 6.80, -0.35], [2.59, 8.16, -1.00], [1.87, 9.20, 0.27], [0.50, 9.51, -0.10], [2.80, 10.24, 0.64], [1.84, 7.95, 1.55], [2.09, 5.79, 1.43], [0.85, 6.44, 0.36], [3.87, 6.79, 0.07], [2.79, 6.00, -1.07], [3.50, 8.63, -1.37], [1.86, 8.08, -1.81], [0.96, 8.09, 2.17], [2.74, 8.07, 2.14], [-0.82, -5.45, -3.03], [-0.45, -6.87, -3.47], [-1.17, -7.84, -2.53], [-2.66, -7.00, -1.98], [-2.55, -6.77, -0.56], [-3.82, -7.63, -2.56], [-2.33, -5.45, -2.83], [-0.52, -4.71, -3.77], [-0.32, -5.21, -2.09], [-0.79, -7.03, -4.50], [0.62, -7.03, -3.45], [-1.46, -8.76, -3.04], [-0.57, -8.08, -1.66], [-2.69, -4.62, -2.23], [-2.86, -5.49, -3.78], [5.13, -8.61, -1.63], [5.37, -8.44, -3.14], [4.33, -9.29, -3.87], [2.90, -9.37, -2.79], [2.71, -10.73, -2.36], [1.82, -8.60, -3.36], [3.62, -8.44, -1.44], [5.69, -7.88, -1.05], [5.43, -9.61, -1.32], [5.26, -7.39, -3.41], [6.38, -8.74, -3.42], [4.03, -8.84, -4.82], [4.67, -10.30, -4.04], [3.26, -8.83, -0.49], [3.32, -7.40, -1.55]], "mulliken_charge": [-0.87, -0.02, 0.45, -0.62, -0.35, -0.17, -0.46, -0.29, -0.57, -0.59, -0.50, -0.64, -0.84, -0.25, -0.30, 0.27, 0.22, 0.28, -0.06, 0.48, -0.22, 0.22, 0.32, 0.18, -0.35, 0.41, 0.24, 0.31, 0.23, 0.32, 0.20, 0.45, 0.35, 0.37, 0.27, 0.10, 0.37, 0.10, -0.63, -0.44, -1.00, 1.27, -0.71, -0.60, -0.46, 0.35, 0.23, 0.18, 0.46, 0.36, 0.37, 0.44, 0.23, -0.56, -0.68, -0.49, 1.17, -0.61, -0.71, -0.72, 0.34, 0.29, 0.30, 0.34, 0.37, 0.26, 0.38, 0.32, -0.72, -0.62, -0.89, 1.46, -0.69, -0.76, -0.64, 0.36, 0.32, 0.29, 0.36, 0.38, 0.37, 0.42, 0.38, -0.29, -0.73, -0.58, 1.03, -0.58, -0.70, -0.79, 0.38, 0.08, 0.30, 0.38, 0.36, 0.30, 0.42, 0.37, -0.48, -0.51, -0.63, 1.19, -0.65, -0.70, -0.85, 0.38, 0.30, 0.28, 0.25, 0.41, 0.27, 0.45, 0.37, -0.62, -0.64, -0.66, 1.07, -0.68, -0.65, -0.69, 0.36, 0.30, 0.31, 0.32, 0.35, 0.35, 0.43, 0.36], "charge": -1, "largest_force_ev_per_a": 1.47, "e_above_lowest_kcal_mol": 21.6, "total_energy_ha": -5475.9132, "orbital_gap_ha": 0.227, "homo_energy_ev": -4.6}



Entry 2:
{"formula": "C34H71BO24", "method": "ωB97M-V/def2-TZVPD", "species": ["C", "C", "B", "O", "C", "O", "C", "C", "O", "C", "H", "H", "H", "H", "H", "H", "H", "H", "H", "H", "H", "H", "H", "H", "H", "C", "C", "O", "C", "O", "O", "C", "H", "H", "H", "H", "H", "H", "H", "H", "C", "C", "O", "C", "O", "O", "C", "H", "H", "H", "H", "H", "H", "H", "H", "C", "C", "O", "C", "O", "O", "C", "H", "H", "H", "H", "H", "H", "H", "H", "C", "C", "O", "C", "O", "O", "C", "H", "H", "H", "H", "H", "H", "H", "H", "C", "C", "O", "C", "O", "O", "C", "H", "H", "H", "H", "H", "H", "H", "H", "C", "C", "O", "C", "O", "O", "C", "H", "H", "H", "H", "H", "H", "H", "H", "C", "C", "O", "C", "O", "O", "C", "H", "H", "H", "H", "H", "H", "H", "H"], "coordinates": [[1.84, 0.17, 3.07], [2.13, 1.66, 3.39], [0.82, 2.51, 3.31], [0.26, 3.00, 4.44], [0.08, 2.81, 1.93], [-1.32, 2.48, 2.06], [-1.71, 1.33, 1.35], [-2.82, 0.60, 2.07], [-3.90, 1.43, 2.45], [-3.74, 2.06, 3.71], [0.81, 0.03, 2.76], [2.44, -0.16, 2.24], [2.01, -0.44, 3.95], [2.60, 1.74, 4.37], [2.80, 2.05, 2.62], [-0.61, 3.40, 4.25], [0.54, 2.35, 1.06], [0.12, 3.89, 1.77], [-2.03, 1.60, 0.34], [-0.87, 0.63, 1.27], [-3.21, -0.14, 1.38], [-2.41, 0.04, 2.91], [-2.92, 1.63, 4.27], [-4.67, 2.04, 4.26], [-3.47, 3.11, 3.55], [-3.47, 8.82, 1.20], [-2.31, 9.60, 1.79], [-1.88, 9.05, 3.04], [-1.11, 7.96, 2.96], [-0.74, 7.43, 1.95], [-0.83, 7.56, 4.20], [-0.04, 6.36, 4.25], [-4.28, 8.75, 1.92], [-3.83, 9.31, 0.30], [-3.17, 7.81, 0.94], [-2.61, 10.62, 2.01], [-1.47, 9.64, 1.10], [0.85, 6.46, 3.64], [-0.64, 5.52, 3.91], [0.24, 6.21, 5.29], [-4.45, -5.74, 4.41], [-3.75, -4.99, 3.30], [-4.69, -4.31, 2.46], [-5.14, -3.15, 2.94], [-4.81, -2.63, 3.97], [-6.02, -2.65, 2.06], [-6.61, -1.41, 2.46], [-5.21, -6.41, 3.99], [-3.73, -6.33, 4.98], [-4.95, -5.05, 5.09], [-3.23, -5.69, 2.65], [-3.01, -4.29, 3.69], [-5.84, -0.68, 2.72], [-7.28, -1.56, 3.30], [-7.17, -1.04, 1.61], [-2.93, -8.39, -3.40], [-2.66, -8.13, -1.93], [-3.00, -6.79, -1.57], [-4.30, -6.56, -1.36], [-5.18, -7.37, -1.43], [-4.44, -5.26, -1.06], [-5.80, -4.85, -0.87], [-2.42, -7.65, -4.02], [-2.57, -9.39, -3.68], [-3.99, -8.34, -3.62], [-1.60, -8.23, -1.72], [-3.19, -8.84, -1.30], [-6.30, -5.49, -0.15], [-6.33, -4.88, -1.82], [-5.78, -3.84, -0.49], [1.19, 7.92, -1.94], [-0.19, 8.30, -1.44], [-1.01, 8.83, -2.50], [-1.56, 7.92, -3.31], [-1.45, 6.73, -3.22], [-2.26, 8.57, -4.24], [-2.87, 7.72, -5.21], [1.66, 8.77, -2.45], [1.82, 7.61, -1.11], [1.13, 7.10, -2.65], [-0.11, 9.09, -0.70], [-0.69, 7.46, -0.97], [-3.46, 6.94, -4.73], [-2.11, 7.28, -5.85], [-3.52, 8.35, -5.81], [-0.93, -5.02, -0.24], [-0.57, -4.69, 1.19], [0.52, -5.50, 1.66], [1.73, -5.11, 1.27], [1.99, -4.14, 0.61], [2.62, -5.98, 1.76], [3.98, -5.71, 1.38], [-1.12, -6.08, -0.34], [-1.82, -4.47, -0.55], [-0.12, -4.76, -0.92], [-1.41, -4.92, 1.84], [-0.33, -3.63, 1.30], [4.26, -4.69, 1.62], [4.11, -5.90, 0.32], [4.60, -6.40, 1.95], [8.45, -6.47, -4.18], [8.24, -7.51, -3.10], [7.06, -7.24, -2.33], [5.91, -7.61, -2.89], [5.78, -8.16, -3.96], [4.91, -7.26, -2.07], [3.61, -7.55, -2.58], [8.45, -5.47, -3.75], [9.40, -6.64, -4.69], [7.65, -6.52, -4.92], [9.06, -7.48, -2.39], [8.19, -8.52, -3.51], [3.53, -8.59, -2.89], [3.37, -6.89, -3.41], [2.91, -7.36, -1.76], [7.28, 5.18, -2.20], [6.90, 4.91, -3.64], [5.91, 3.87, -3.75], [4.66, 4.26, -3.50], [4.30, 5.37, -3.22], [3.87, 3.18, -3.61], [2.49, 3.44, -3.31], [7.59, 4.25, -1.71], [8.10, 5.89, -2.15], [6.43, 5.58, -1.64], [7.77, 4.54, -4.19], [6.55, 5.81, -4.14], [2.11, 4.27, -3.90], [2.37, 3.64, -2.25], [1.95, 2.53, -3.57]], "mulliken_charge": [-0.77, -0.44, 0.72, -0.63, -0.87, -0.23, -0.38, -0.46, -0.40, -0.72, -0.01, 0.29, 0.32, 0.27, 0.29, 0.27, 0.42, 0.29, 0.25, 0.36, 0.32, 0.31, 0.35, 0.28, 0.20, -1.11, 0.12, -0.39, 0.72, -0.53, -0.39, -0.37, 0.35, 0.36, 0.26, 0.31, 0.02, 0.26, 0.05, 0.31, -1.33, -0.11, -0.20, 0.70, -0.58, -0.24, -0.55, 0.29, 0.40, 0.33, 0.26, 0.35, 0.15, 0.31, 0.23, -1.20, -0.22, -0.19, 0.61, -0.56, -0.24, -0.63, 0.30, 0.38, 0.31, 0.34, 0.33, 0.31, 0.38, 0.10, -1.22, 0.20, -0.34, 0.77, -0.55, -0.34, -0.64, 0.31, 0.39, 0.27, 0.07, 0.28, 0.30, 0.29, 0.22, -1.06, 0.31, -0.43, 0.83, -0.57, -0.38, -0.53, 0.20, 0.32, 0.39, -0.16, 0.34, 0.31, 0.19, 0.22, -1.09, -0.19, -0.35, 0.71, -0.56, -0.24, -0.65, 0.29, 0.35, 0.31, 0.29, 0.32, 0.32, 0.33, 0.15, -1.08, -0.17, -0.38, 0.80, -0.56, -0.35, -0.60, 0.29, 0.35, 0.30, 0.29, 0.30, 0.30, 0.26, 0.23], "smiles": "CCB(O)COCCOC.CCOC(=O)OC.CCOC(=O)OC.CCOC(=O)OC.CCOC(=O)OC.CCOC(=O)OC.CCOC(=O)OC.CCOC(=O)OC", "charge": 0, "largest_force_ev_per_a": 0.83, "total_energy_ha": -3168.8068, "orbital_gap_ha": 0.357, "homo_energy_ev": -9.3}



Q: What is the formula in the first record?
A: C34H71AlNO14S7